No. 1
Formula: C6H17N4
Source: the OMol25 dataset
Level of theory: ωB97M-V with the def2-TZVPD basis set

Values from the calculation:
Energy relative to the best compared isomer or geometry (same formula, charge and spin)   16.9 kcal per mole
Total charge   +1
Highest occupied orbital energy   -12.81 eV

Element x y z (Å)
C: -0.04679 -1.58828 0.47411
C: 1.01874 0.37313 0.07033
C: 0.89672 -1.85135 -0.76478
C: 0.08245 -1.75158 -2.05219
C: 1.77051 -3.11103 -0.69131
C: -1.90915 3.65475 0.62215
N: 1.81523 -0.69602 -0.56801
N: -0.01435 -0.15780 0.64599
N: -0.74804 0.54014 1.56884
N: -0.85329 3.11521 1.56223
H: -1.08656 -1.92264 0.29605
H: 0.13126 -2.12978 1.43550
H: 1.14857 1.43825 -0.16278
H: -0.69326 -2.55296 -1.95184
H: 0.67131 -1.75611 -3.00611
H: -0.33095 -0.74571 -1.89864
H: 2.44343 -2.94184 0.12778
H: 2.24757 -3.35769 -1.57922
H: 1.19229 -3.99557 -0.43623
H: -1.71289 3.49646 -0.43229
H: -2.69843 3.03790 0.81457
H: -1.97679 4.71152 0.77678
H: 2.19261 -0.43243 -1.47000
H: -0.82835 1.56483 1.31821
H: -1.62949 0.01306 1.86614
H: -1.03891 3.79154 2.31737
H: -0.04345 3.25403 1.11736

No. 2
Formula: C6H17N4O2S
Source: the OMol25 dataset
Level of theory: ωB97M-V with the def2-TZVPD basis set

Values from the calculation:
Energy relative to the best compared isomer or geometry (same formula, charge and spin)   66.3 kcal per mole
Total charge   +1
Highest occupied orbital energy   -13.73 eV

Element x y z (Å)
C: -0.79196 1.68738 -1.69526
C: 2.07811 0.27015 0.35786
C: 1.18630 -1.74612 1.50667
C: 1.58924 -1.92228 -0.97503
C: -2.25282 -0.85152 1.93074
C: 1.14183 -0.92014 0.24660
N: -1.81443 2.03502 -2.48754
N: -0.54283 0.39754 -1.51477
N: -0.17209 -0.42394 0.18568
N: 0.07111 2.60595 -1.30985
O: -2.02910 1.20517 0.36985
O: -0.47333 1.14547 2.20074
S: -1.23096 0.38858 1.17561
H: 2.22899 0.76232 -0.60181
H: 1.54987 0.97322 0.96164
H: 3.05948 0.07636 0.81482
H: 0.77226 -2.68492 1.11393
H: 0.58741 -1.44869 2.40974
H: 2.20215 -1.93039 1.69209
H: 0.95605 -2.81194 -0.99262
H: 1.66628 -1.39154 -1.87574
H: 2.52184 -2.39381 -0.65499
H: -2.16392 -1.85058 1.67082
H: -2.03836 -1.00471 3.00982
H: -3.29332 -0.63417 1.75841
H: -2.13318 1.60399 -3.34668
H: -1.93830 3.10107 -2.45554
H: -1.32401 -0.17796 -1.64892
H: -0.16634 3.68120 -1.28807
H: 0.75405 2.25928 -0.55819

Question: Among the records above, which one has the lowest highest occupied orbital energy?
Answer: C6H17N4O2S

Question: Number 2 is which compound?
Answer: C6H17N4O2S

Question: What is the formula in the first record?
Answer: C6H17N4

Repeat the first record exactly.
Formula: C6H17N4
Source: the OMol25 dataset
Level of theory: ωB97M-V with the def2-TZVPD basis set

Values from the calculation:
Energy relative to the best compared isomer or geometry (same formula, charge and spin)   16.9 kcal per mole
Total charge   +1
Highest occupied orbital energy   -12.81 eV

Element x y z (Å)
C: -0.04679 -1.58828 0.47411
C: 1.01874 0.37313 0.07033
C: 0.89672 -1.85135 -0.76478
C: 0.08245 -1.75158 -2.05219
C: 1.77051 -3.11103 -0.69131
C: -1.90915 3.65475 0.62215
N: 1.81523 -0.69602 -0.56801
N: -0.01435 -0.15780 0.64599
N: -0.74804 0.54014 1.56884
N: -0.85329 3.11521 1.56223
H: -1.08656 -1.92264 0.29605
H: 0.13126 -2.12978 1.43550
H: 1.14857 1.43825 -0.16278
H: -0.69326 -2.55296 -1.95184
H: 0.67131 -1.75611 -3.00611
H: -0.33095 -0.74571 -1.89864
H: 2.44343 -2.94184 0.12778
H: 2.24757 -3.35769 -1.57922
H: 1.19229 -3.99557 -0.43623
H: -1.71289 3.49646 -0.43229
H: -2.69843 3.03790 0.81457
H: -1.97679 4.71152 0.77678
H: 2.19261 -0.43243 -1.47000
H: -0.82835 1.56483 1.31821
H: -1.62949 0.01306 1.86614
H: -1.03891 3.79154 2.31737
H: -0.04345 3.25403 1.11736